# 1
Below is the ion C3H5N2O2S with charge +1 at a distorted geometry, with properties calculated with ωB97M-V with the def2-TZVPD basis set.

XYZ file:
```
13
C3H5N2O2S ωB97M-V with the def2-TZVPD basis set
N -0.467 -2.223 0.158
C -0.512 -0.833 0.248
N -1.391 0.089 0.380
C -1.051 1.329 0.216
C 0.119 1.553 -0.578
S 1.231 0.040 0.080
O 1.822 -0.534 -1.090
O 1.999 0.275 1.204
H -1.414 -2.787 0.214
H 0.456 -2.671 0.121
H -1.660 2.056 0.951
H 0.116 1.371 -1.649
H 0.753 2.336 -0.255
```

E_tot: -775.11482 Ha
Energy relative to the best compared isomer or geometry (same formula, charge and spin): 139.0 kJ/mol
Gap between HOMO and LUMO: 8.9 eV
HOMO level: -15.430 eV
Charge: +1
LUMO energy: -6.6 eV

---

# 2
Below is the molecule C4H5N3OS at a distorted geometry, with properties calculated with ωB97M-V with the def2-TZVPD basis set.

XYZ file:
```
14
C4H5N3OS ωB97M-V with the def2-TZVPD basis set
C 2.000 2.256 0.744
C 0.946 1.197 0.171
N 0.348 1.443 -0.921
N -0.697 0.500 -1.289
C -0.821 -0.611 -0.560
S -1.813 -1.835 -1.002
N 0.055 -0.919 0.465
C 0.774 0.057 1.067
O 1.281 -0.020 2.181
H 2.275 2.820 -0.239
H 2.933 1.825 1.466
H 1.372 2.752 1.661
H -2.986 -0.833 -1.703
H -0.179 -1.609 1.083
```

E_tot: -793.00226 Ha
Energy relative to the best compared isomer or geometry (same formula, charge and spin): 417.3 kJ/mol
Gap between HOMO and LUMO: 8.8 eV
HOMO level: -9.379 eV
Charge: 0
LUMO energy: -0.6 eV

---

# 3
Below is a structure of composition C40H33Br2IN2O2PRb at a distorted geometry, with properties calculated with ωB97M-V with the def2-TZVPD basis set.

XYZ file:
```
82
C40H33Br2IN2O2PRb ωB97M-V with the def2-TZVPD basis set
Rb -0.149 -0.643 1.899
N -0.477 -4.007 2.212
C 0.715 -4.704 2.029
C 0.908 -5.956 2.554
C 2.143 -6.626 2.419
C 3.185 -6.052 1.754
C 3.021 -4.756 1.203
C 4.058 -4.086 0.509
C 3.849 -2.834 0.021
C 2.590 -2.226 0.220
N 1.597 -2.815 0.839
C 1.798 -4.072 1.339
H -1.253 -4.569 2.520
H -0.724 -3.362 1.481
H 0.093 -6.436 3.086
H 2.255 -7.613 2.850
H 4.135 -6.561 1.646
H 5.013 -4.585 0.380
H 4.622 -2.295 -0.513
H 2.412 -1.218 -0.150
Br 0.942 -1.614 4.947
C -0.797 -0.902 5.380
Br -2.235 -1.875 4.526
H -0.841 0.120 5.022
H -0.934 -0.978 6.447
C -1.862 3.611 2.842
C -0.707 2.630 2.814
O -0.970 1.444 3.033
C 0.647 3.130 2.555
C 0.913 4.501 2.757
C 2.172 5.036 2.641
C 3.234 4.173 2.295
C 3.015 2.845 2.045
C 1.707 2.255 2.125
O 1.521 1.041 1.786
H -2.790 3.046 2.787
H -1.805 4.326 2.020
H -1.856 4.174 3.781
H 0.096 5.157 3.041
H 2.347 6.087 2.830
H 4.241 4.572 2.215
H 3.825 2.183 1.759
I -3.018 -1.942 -0.120
C -4.010 -0.820 -1.590
C -5.336 -1.146 -1.616
C -6.201 -0.618 -2.594
C -5.687 0.194 -3.548
C -4.315 0.554 -3.546
C -3.862 1.389 -4.594
C -2.568 1.791 -4.649
C -1.694 1.407 -3.618
C -2.064 0.612 -2.561
P -0.736 0.379 -1.248
C 0.517 -0.496 -2.286
C 0.468 -1.889 -2.254
C 1.323 -2.659 -3.034
C 2.260 -2.043 -3.850
C 2.327 -0.654 -3.886
C 1.459 0.111 -3.118
C -0.150 2.112 -1.102
C -1.115 3.104 -0.899
C -0.748 4.413 -0.629
C 0.596 4.758 -0.550
C 1.561 3.778 -0.722
C 1.192 2.462 -0.984
C -3.414 0.099 -2.527
H -5.726 -1.840 -0.885
H -7.249 -0.889 -2.589
H -6.315 0.587 -4.340
H -4.576 1.693 -5.352
H -2.212 2.423 -5.453
H -0.684 1.796 -3.650
H -0.240 -2.385 -1.601
H 1.264 -3.740 -2.986
H 2.935 -2.638 -4.452
H 3.055 -0.161 -4.521
H 1.530 1.190 -3.170
H -2.168 2.849 -0.955
H -1.513 5.164 -0.475
H 0.889 5.778 -0.332
H 2.609 4.028 -0.622
H 1.962 1.703 -1.041
```

E_tot: -7615.27440 Ha
Energy relative to the best compared isomer or geometry (same formula, charge and spin): 106.6 kJ/mol
Gap between HOMO and LUMO: 6.8 eV
HOMO level: -6.749 eV
Charge: 0
LUMO energy: 0.0 eV

---

# 4
Below is a structure of composition C12H36AlO28S4Y at a distorted geometry, with properties calculated with ωB97M-V with the def2-TZVPD basis set.

XYZ file:
```
82
C12H36AlO28S4Y ωB97M-V with the def2-TZVPD basis set
Y -0.987 -0.793 4.303
Al 6.067 3.061 1.172
S -0.088 0.326 -0.336
O 1.237 0.993 -0.456
O 0.102 -0.894 0.420
O -0.793 0.943 0.789
O -0.846 0.288 -1.583
S 4.851 -1.565 5.267
O 5.264 -0.667 6.293
O 5.133 -2.918 5.649
O 3.416 -1.300 5.098
O 5.490 -1.206 4.030
S -1.242 -5.138 6.558
O 0.024 -5.479 7.154
O -2.202 -6.266 6.640
O -1.752 -3.877 6.962
O -0.906 -4.868 5.166
S 1.508 4.034 6.594
O 2.310 3.507 7.655
O 2.230 4.316 5.382
O 0.545 3.002 6.327
O 0.912 5.227 7.103
C 7.051 1.423 -5.520
C 6.103 0.394 -4.981
O 6.466 -0.327 -3.805
O 7.698 2.151 -4.516
H 6.508 2.150 -6.125
H 7.784 0.998 -6.206
H 5.761 -0.387 -5.660
H 5.141 0.862 -4.773
H 5.786 -0.934 -3.505
H 8.400 2.655 -4.934
C -6.069 0.287 4.096
C -6.187 -1.186 3.711
O -4.940 -1.526 3.119
O -4.879 0.565 4.800
H -6.903 0.617 4.717
H -5.970 0.955 3.240
H -6.984 -1.429 3.009
H -6.266 -1.908 4.524
H -5.028 -2.156 2.401
H -5.068 1.473 5.048
C -5.676 4.767 -0.135
C -6.866 5.558 0.401
O -7.221 5.292 1.798
O -4.604 5.014 0.766
H -5.476 5.036 -1.172
H -5.896 3.700 -0.162
H -7.635 5.209 -0.288
H -6.668 6.620 0.258
H -6.480 5.560 2.347
H -4.078 4.255 1.028
C 2.002 5.872 -4.469
C 1.148 4.763 -5.301
O -0.241 4.485 -4.915
O 2.387 5.476 -3.210
H 1.371 6.760 -4.421
H 2.943 5.957 -5.011
H 1.595 3.770 -5.355
H 1.182 4.953 -6.374
H -0.180 3.715 -4.345
H 1.666 5.701 -2.617
C -2.215 -4.055 -4.981
C -3.660 -4.039 -4.653
O -4.085 -2.985 -3.709
O -1.754 -2.731 -5.332
H -1.969 -4.845 -5.691
H -1.985 -4.297 -3.943
H -3.894 -5.034 -4.277
H -4.182 -3.795 -5.578
H -3.409 -2.304 -3.718
H -1.721 -2.305 -4.472
C 3.659 -7.028 0.498
C 4.244 -5.754 -0.266
O 3.163 -5.072 -0.861
O 3.288 -6.654 1.832
H 4.535 -7.668 0.600
H 2.936 -7.648 -0.032
H 4.970 -6.050 -1.023
H 4.843 -5.034 0.293
H 2.640 -4.630 -0.188
H 2.650 -5.937 1.850
```

E_tot: -4458.19048 Ha
Energy relative to the best compared isomer or geometry (same formula, charge and spin): 2740.0 kJ/mol
Gap between HOMO and LUMO: 2.2 eV
HOMO level: -2.698 eV
Charge: -2
LUMO energy: -0.5 eV

---

# 5
Below is a structure of composition ClH14LiO7 at a distorted geometry, with properties calculated with ωB97M-V with the def2-TZVPD basis set.

XYZ file:
```
23
ClH14LiO7 ωB97M-V with the def2-TZVPD basis set
Li -2.955 0.683 -1.350
Cl -0.338 -0.758 0.069
O -0.797 -3.820 -3.310
H -0.736 -3.086 -2.699
H -0.667 -3.426 -4.173
O 3.964 -2.338 -1.054
H 3.100 -1.955 -1.207
H 4.067 -2.984 -1.753
O -3.696 -2.763 3.474
H -3.111 -2.307 2.869
H -3.692 -3.671 3.172
O 2.230 1.228 -3.259
H 1.570 1.359 -3.939
H 1.749 0.833 -2.531
O 2.222 4.087 0.718
H 2.624 4.510 -0.041
H 1.995 3.209 0.410
O 1.025 0.866 4.073
H 1.501 1.677 3.893
H 0.722 0.571 3.214
O -3.500 2.651 0.764
H -4.313 2.998 1.132
H -2.964 2.436 1.528
```

E_tot: -1002.78417 Ha
Energy relative to the best compared isomer or geometry (same formula, charge and spin): 340.5 kJ/mol
Gap between HOMO and LUMO: 6.8 eV
HOMO level: -8.881 eV
Charge: 0
LUMO energy: -2.1 eV

---

# 6
Below is a cluster of 2 separate species, C26H23N2O2S in total at a distorted geometry, with properties calculated with ωB97M-V with the def2-TZVPD basis set.

XYZ file:
```
54
C26H23N2O2S ωB97M-V with the def2-TZVPD basis set
C 6.946 -3.971 -0.702
C 5.580 -4.158 -0.745
C 4.737 -3.047 -0.729
C 5.286 -1.763 -0.653
C 6.656 -1.585 -0.615
C 7.482 -2.693 -0.643
S 4.014 -0.536 -0.622
C 2.725 -1.751 -0.700
N 1.465 -1.484 -0.659
C 0.572 -2.565 -0.763
C 1.106 -3.921 -0.281
C 2.474 -4.206 -0.890
N 3.318 -3.011 -0.794
H 7.606 -4.823 -0.723
H 5.169 -5.151 -0.792
H 7.061 -0.588 -0.574
H 8.552 -2.561 -0.626
H -0.337 -2.295 -0.209
H 0.263 -2.643 -1.813
H 1.185 -3.922 0.812
H 0.404 -4.726 -0.531
H 2.982 -5.038 -0.394
H 2.383 -4.467 -1.949
C -5.456 3.939 5.383
O -4.076 3.662 5.313
C -3.610 3.278 4.051
C -2.244 2.990 3.915
C -1.705 2.606 2.713
C -2.517 2.489 1.576
C -2.059 2.091 0.267
O -3.033 2.051 -0.714
C -2.671 1.676 -1.991
C -1.332 1.336 -2.309
C -1.024 0.964 -3.625
C -2.008 0.926 -4.587
C -3.316 1.255 -4.271
C -3.645 1.627 -2.987
C -0.371 1.387 -1.280
C -0.735 1.761 -0.017
C -3.878 2.777 1.714
C -4.416 3.160 2.913
H -5.697 4.227 6.406
H -5.706 4.766 4.718
H -6.030 3.049 5.125
H -1.622 3.080 4.787
H -0.654 2.393 2.645
H -0.008 0.709 -3.873
H -1.759 0.637 -5.593
H -4.079 1.219 -5.030
H -4.657 1.886 -2.729
H 0.647 1.114 -1.496
H 0.004 1.795 0.761
H -4.501 2.687 0.841
H -5.468 3.369 2.972
```

E_tot: -1662.51881 Ha
Gap between HOMO and LUMO: 5.0 eV
HOMO level: -9.749 eV
Charge: +1
LUMO energy: -4.7 eV